This record from the Open Molecules 2025 dataset describes a molecular structure, C14H28AuN3O. The level of theory is ωB97M-V with the def2-TZVPD basis set.

```
47
Properties=species:S:1:pos:R:3:forces:R:3:nbo_charge:R:1
Au 0.3261 -0.2239 -0.1461 -0.02 0.57 -0.01 1.204
C 2.0646 0.1424 2.5707 0.00 0.08 -0.09 -0.738
C 2.0216 0.2618 1.0775 -0.30 -0.12 -0.14 0.331
O 2.9780 0.5301 0.4014 0.27 0.01 0.12 -0.571
H 3.0948 0.0520 2.9111 0.00 0.02 0.02 0.259
H 1.4603 -0.6956 2.9059 0.02 -0.01 0.06 0.237
H 1.6204 1.0523 2.9856 -0.01 -0.02 0.03 0.259
C -1.0366 -1.1266 -1.5250 -0.04 0.05 0.07 -1.076
H -1.6470 -1.8592 -1.0008 0.06 -0.03 0.00 0.221
H -0.4269 -1.6600 -2.2598 -0.03 0.01 -0.04 0.219
H -1.7241 -0.4649 -2.0455 -0.02 0.03 0.04 0.202
C -0.9072 -4.8761 1.7232 0.01 -0.01 -0.01 -0.591
C -0.9452 -3.6374 2.6335 0.00 0.02 0.03 -0.171
C -2.3725 -3.3625 3.1358 0.00 -0.01 0.00 -0.590
C 0.0397 -3.7779 3.8047 0.02 0.00 -0.01 -0.593
C -0.5311 -2.4832 1.8249 -0.09 0.09 -0.01 0.608
N -0.2310 -1.5730 1.1978 0.19 -0.32 -0.16 -0.514
H -1.1759 -5.7418 2.3274 -0.01 0.00 0.00 0.247
H 0.0878 -5.0438 1.3119 0.00 0.00 0.01 0.228
H -1.6230 -4.7940 0.9060 0.00 0.01 0.00 0.229
H -2.6946 -4.2266 3.7158 0.00 0.00 0.00 0.247
H -3.0684 -3.2282 2.3083 0.00 0.00 0.00 0.228
H -2.4082 -2.4852 3.7807 0.00 0.00 0.00 0.228
H -0.2518 -4.6514 4.3865 -0.01 0.01 0.01 0.248
H 0.0091 -2.9076 4.4599 0.00 0.00 0.00 0.226
H 1.0604 -3.9303 3.4541 0.00 -0.01 0.00 0.227
C 2.2125 2.4051 -3.2317 -0.04 0.05 0.01 -0.246
C 1.8824 1.1913 -2.3397 0.10 -0.07 -0.02 -0.278
N 0.7479 1.5027 -1.4246 -0.03 -0.32 0.13 -0.426
C -0.4403 1.8461 -2.2555 -0.04 -0.02 -0.08 -0.257
C -0.1543 3.0666 -3.1554 0.07 0.02 0.00 -0.249
N 1.2527 3.5126 -2.9035 -0.03 -0.02 0.00 -0.327
C 1.3923 3.9219 -1.4708 -0.01 0.00 -0.06 -0.248
C 1.0948 2.6912 -0.5899 0.07 0.08 0.05 -0.270
H 2.0969 2.1836 -4.2906 0.02 -0.02 0.00 0.250
H 3.2174 2.7848 -3.0594 0.00 -0.02 0.01 0.251
H 2.7376 0.9144 -1.7286 -0.03 0.00 0.01 0.284
H 1.5938 0.3333 -2.9440 -0.03 0.01 -0.01 0.244
H -1.2829 2.0327 -1.5938 0.00 0.00 0.00 0.248
H -0.6760 0.9893 -2.8751 -0.01 -0.03 0.04 0.258
H -0.8095 3.9082 -2.9410 -0.01 -0.01 0.01 0.249
H -0.2346 2.8198 -4.2119 -0.02 0.00 0.00 0.249
H 1.4614 4.3152 -3.4987 -0.01 0.00 -0.01 0.460
H 0.6945 4.7385 -1.2979 0.01 0.00 0.02 0.248
H 2.4066 4.2894 -1.3298 0.00 -0.01 0.01 0.251
H 0.2614 2.8866 0.0812 -0.02 0.00 -0.01 0.242
H 1.9725 2.4492 -0.0031 -0.05 0.00 -0.02 0.267
```
Positions in Å, forces in eV/Å.

E_tot	-924.80044	a.u.
energy relative to the best compared isomer or geometry (same formula, charge and spin)	119.2	kJ/mol
spin multiplicity	1
highest occupied orbital energy (spin up / spin down)	-13.89 / -13.89	eV
F_max	0.57	eV Å⁻¹
frontier orbital gap (spin up / spin down)	0.267 / 0.267	hartree
total charge	+2

---

This record from the Open Molecules 2025 dataset describes 7 unconnected molecules or ions with the total composition C14H28BF22N2O6P2 at a distorted geometry. The level of theory is ωB97M-V with the def2-TZVPD basis set.

```
75
Properties=species:S:1:pos:R:3:forces:R:3:mulliken_spin:R:1
C -1.5613 -1.9655 -1.4460 0.20 -0.37 -0.31 0.000
C -0.9582 -1.9625 -0.0814 0.63 -4.02 1.79 0.000
O -0.3875 -2.9501 0.4570 -2.18 5.10 -1.95 0.000
N -1.3810 -0.7247 0.7347 2.25 -2.25 1.70 0.000
H -1.4956 0.0914 0.1507 0.18 0.68 -0.32 -0.002
H -2.2785 -0.9483 1.1403 -1.15 -0.29 0.19 0.000
C -0.4488 -0.5253 1.9447 0.78 0.28 -0.47 0.009
H -2.6471 -2.0398 -1.3856 -0.15 0.21 0.45 0.000
H -1.2564 -2.8750 -1.9636 0.33 0.24 -0.02 0.000
H -1.3641 -1.0606 -2.0207 0.18 -0.08 0.09 0.000
H -0.3247 -1.3770 2.6134 -1.24 -0.20 -0.30 0.000
H -0.7419 0.3636 2.5033 0.00 -0.22 -0.27 0.000
H 0.5761 -0.4671 1.5782 -0.16 0.68 -0.38 -0.003
C -2.6265 7.2005 0.5494 0.00 -1.27 0.87 0.000
C -1.7948 5.9435 0.4073 4.95 -0.10 -2.17 0.000
O -0.6361 5.9772 -0.0852 -5.63 -1.14 2.61 0.000
N -2.4069 4.5693 1.0046 0.73 1.27 0.68 0.000
H -3.3810 4.6700 1.2517 -0.49 0.45 -0.13 0.000
H -2.4435 3.7660 0.3935 0.57 -0.18 -1.13 0.000
C -1.7131 4.1182 2.2969 0.37 0.50 -0.71 0.000
H -2.0910 8.0633 0.1532 -0.26 -0.39 -0.42 0.000
H -2.7147 7.3779 1.6213 -0.15 -0.01 0.25 0.000
H -3.6368 7.0026 0.1911 0.05 0.41 -0.30 0.000
H -0.6422 4.1535 2.0966 -0.07 0.30 0.37 0.000
H -1.9301 3.0739 2.5216 -0.48 0.19 -0.12 0.000
H -2.0901 4.8204 3.0405 0.56 -0.35 0.30 0.000
C 3.0084 -5.1818 -6.7348 -1.76 3.29 -1.40 0.000
O 2.1867 -4.9230 -5.5827 -0.01 -0.22 1.68 0.000
O 3.0811 -3.9884 -7.4691 1.16 -3.29 2.01 0.000
C 4.3094 -5.9298 -6.2675 0.15 2.13 -2.31 0.000
F 4.1749 -7.0685 -5.5672 0.03 -0.05 -0.06 0.000
F 4.9068 -6.2285 -7.4748 0.34 -0.77 0.77 0.000
F 5.1982 -5.1475 -5.6171 -0.33 -0.44 0.22 0.000
C 1.4544 -5.9827 -4.9781 0.03 1.42 0.27 0.000
C 0.8027 -5.3989 -3.6970 0.10 -0.72 -0.07 0.000
H 0.0826 -6.1161 -3.3032 -0.14 -0.17 0.05 0.000
H 1.5518 -5.2739 -2.9151 0.17 0.06 -0.10 0.000
H 0.2769 -4.4473 -3.7749 0.16 0.01 -0.61 0.000
H 2.0598 -6.8376 -4.6770 0.23 -0.04 0.03 0.000
H 0.7236 -6.3614 -5.6926 -0.41 -0.05 -0.11 0.000
H 2.3893 -5.8761 -7.3028 0.29 -1.17 -0.41 0.000
C 2.2151 1.6564 -0.3721 0.90 2.28 1.10 -0.007
O 3.3052 1.6746 0.5412 0.11 -0.73 -0.78 0.015
O 2.2317 2.9162 -1.0396 -0.43 -2.79 0.54 0.935
C 2.0473 0.3818 -1.2757 0.11 1.34 -0.01 0.042
F 2.9680 0.3459 -2.2354 0.03 -0.24 0.18 0.002
F 2.0722 -0.7207 -0.5464 0.81 -0.70 0.58 0.002
F 0.8415 0.3466 -1.8346 -0.59 0.69 -0.59 0.001
C 3.2694 0.7895 1.6728 0.47 -0.68 0.22 0.008
C 4.5404 0.9879 2.4672 0.24 -0.07 -0.20 0.000
H 4.8846 2.0221 2.4679 -0.23 0.03 0.11 0.000
H 4.3541 0.6543 3.4880 0.17 0.08 0.02 0.000
H 5.3188 0.3754 2.0121 0.23 0.08 0.16 0.000
H 3.2926 -0.2530 1.3554 -0.18 -0.03 -0.28 0.002
H 2.4293 0.8691 2.3627 -0.46 0.80 -0.48 -0.005
H 1.3906 1.7079 0.3390 -1.20 0.04 -0.47 0.004
P -4.3395 -1.2803 3.1492 0.05 -2.08 1.34 0.000
F -3.9029 -2.1317 1.8100 0.34 -0.74 -0.10 0.000
F -4.7232 -2.6241 3.9482 0.87 -0.33 0.48 0.000
F -2.7673 -1.4249 3.6895 -0.83 0.26 -0.48 0.000
F -4.6634 -0.3739 4.4940 -0.23 -0.36 -1.79 0.000
F -3.9186 -0.0215 2.2637 -0.59 1.35 0.34 0.000
F -5.8944 -1.4171 2.6229 0.65 2.04 -0.06 0.000
P 0.6127 2.2651 4.9049 3.77 -0.01 0.51 0.000
F 0.6261 2.0243 3.2149 -1.58 0.67 0.88 -0.003
F 0.2644 3.8226 4.6829 -0.33 -0.30 -0.12 0.000
F -0.8855 1.8693 5.2228 -0.45 0.33 -1.04 0.000
F 0.9052 2.4777 6.5062 -0.86 0.39 -0.31 0.000
F 1.0851 0.7742 5.0105 -0.80 -2.45 0.32 0.000
F 2.2273 2.5319 4.7186 0.16 1.57 -0.46 0.000
B -2.7405 2.0422 -0.8672 -0.49 -0.56 -0.71 0.001
F -3.8074 2.3239 0.0195 0.52 -0.04 0.43 0.000
F -2.8702 0.7814 -1.4368 -0.53 -0.03 -0.34 0.000
F -2.7114 3.1111 -1.7555 0.19 0.13 -0.27 0.000
F -1.4879 1.9616 -0.2144 0.34 0.63 1.00 0.001
```
Positions in Å, forces in eV/Å.

E_tot	-4016.41431	a.u.
spin multiplicity	2
highest occupied orbital energy (spin up / spin down)	-2.04 / -2.04	eV
F_max	6.31	eV Å⁻¹
frontier orbital gap (spin up / spin down)	0.148 / 0.122	hartree
total charge	-2

---

This record from the Open Molecules 2025 dataset describes a molecular structure, C14H28BN8RuS2 at a distorted geometry. The level of theory is ωB97M-V with the def2-TZVPD basis set.

```
54
Properties=species:S:1:pos:R:3:forces:R:3:mulliken_spin:R:1
Ru -0.7423 -0.7120 0.3510 -0.23 -0.31 0.42 3.558
C 2.0741 -1.7116 -3.0260 -0.07 0.11 0.01 -0.003
N 1.4688 -0.4544 -3.4565 0.15 -0.14 0.38 0.062
C 0.9202 -0.2168 -4.6465 -0.17 0.59 -0.07 0.240
C 0.4380 1.1072 -4.6115 0.26 -0.61 -0.12 0.143
N 0.7254 1.6292 -3.4304 -0.27 -0.02 0.67 0.090
B 0.2742 3.1242 -3.0567 0.09 -0.46 -0.16 0.015
N -0.2822 3.2475 -1.6006 0.21 0.14 0.32 0.006
C -0.0387 4.4262 -0.9256 -0.15 -0.10 0.11 0.004
C -0.6520 4.3613 0.2790 -0.01 0.00 -0.09 0.006
N -1.2685 3.1316 0.3433 0.16 0.11 0.00 0.008
C -2.0694 2.6654 1.4629 0.00 -0.10 -0.04 0.015
C -1.0185 2.4734 -0.8043 -0.23 -0.47 -0.27 -0.023
S -1.6691 0.8833 -1.1758 0.05 0.61 0.06 0.199
C 1.3649 0.6747 -2.6498 -0.37 0.35 -1.03 -0.083
S 1.8504 0.8259 -1.0992 0.47 -0.04 0.23 0.515
H 2.1277 -2.3696 -3.8880 0.01 -0.05 0.04 0.001
H 1.4611 -2.1619 -2.2414 0.12 0.04 -0.11 0.003
H 3.0734 -1.5080 -2.6487 -0.02 -0.07 0.01 0.002
H 0.8991 -0.9389 -5.4440 -0.02 -0.05 -0.01 0.009
H -0.0857 1.6538 -5.3760 -0.01 0.04 -0.02 0.005
H -0.5791 3.3730 -3.8558 -0.04 0.11 -0.03 0.001
H 1.2478 3.8097 -3.1161 0.05 0.10 -0.04 0.007
H 0.5399 5.2074 -1.3806 0.03 0.06 0.04 0.001
H -0.7278 5.0679 1.0845 0.05 0.06 0.01 0.000
H -2.1585 3.4823 2.1728 -0.04 -0.02 0.01 0.001
H -1.5888 1.8170 1.9577 -0.03 0.08 -0.05 -0.004
H -3.0585 2.3743 1.1123 0.02 0.01 0.04 0.002
N -3.0351 -1.5071 -0.0227 0.02 -0.22 -0.21 0.104
C -3.9941 -1.3376 1.1002 0.06 0.16 -0.10 -0.011
C -3.7262 -2.3011 2.2373 -0.09 -0.07 0.06 -0.002
C -2.4406 -2.0514 2.9997 0.02 0.04 -0.01 -0.015
N -1.2559 -2.2329 2.1255 0.09 -0.10 0.08 0.093
H -3.3682 -0.9375 -0.7959 0.02 -0.03 -0.03 -0.007
H -3.0789 -2.4677 -0.3582 -0.03 0.01 0.06 -0.002
H -5.0133 -1.4705 0.7329 0.00 -0.02 0.04 0.008
H -3.9095 -0.3022 1.4428 0.00 -0.03 0.03 -0.007
H -3.7389 -3.3293 1.8570 0.03 -0.01 0.00 0.001
H -4.5585 -2.2461 2.9410 0.01 0.04 -0.01 0.000
H -2.3857 -2.7279 3.8548 0.00 0.01 -0.01 0.005
H -2.4106 -1.0304 3.3862 -0.05 -0.01 0.00 -0.002
H -1.2978 -3.1683 1.7192 0.00 0.07 -0.02 -0.005
H -0.4113 -2.2411 2.6895 -0.05 0.05 0.03 -0.006
C 3.8413 -1.6292 3.4869 0.00 0.02 -0.03 0.000
N 3.5404 -1.4568 2.0590 0.11 -0.05 0.13 0.012
C 4.6547 -1.3163 1.1164 0.01 -0.01 -0.03 -0.001
C 2.3220 -1.3590 1.6533 -0.24 0.04 -0.05 0.031
N 1.2220 -1.2787 1.2845 -0.05 0.12 -0.26 0.022
H 4.4159 -2.5438 3.6232 0.01 0.02 0.03 0.001
H 2.9113 -1.6963 4.0448 0.03 -0.01 0.03 0.000
H 4.4138 -0.7713 3.8373 0.01 -0.03 0.03 0.001
H 5.3215 -2.1693 1.2322 0.02 0.03 -0.01 0.000
H 5.1921 -0.3911 1.3206 0.03 -0.02 -0.03 0.000
H 4.2637 -1.2988 0.1024 0.03 0.04 -0.01 0.001
```
Positions in Å, forces in eV/Å.

E_tot	-1903.90526	a.u.
energy relative to the best compared isomer or geometry (same formula, charge and spin)	0.0	kJ/mol
spin multiplicity	6
highest occupied orbital energy (spin up / spin down)	-13.48 / -13.99	eV
F_max	1.15	eV Å⁻¹
frontier orbital gap (spin up / spin down)	0.313 / 0.211	hartree
total charge	+2

---

This record from the Open Molecules 2025 dataset describes a molecular structure, C14H28BeN6O6Se at a distorted geometry. The level of theory is ωB97M-V with the def2-TZVPD basis set.

```
56
Properties=species:S:1:pos:R:3:forces:R:3:nbo_charge:R:1
O 0.3798 0.1957 -3.3834 -1.07 -0.04 -0.79 -0.748
H -0.1884 -0.1761 -4.1272 0.89 0.57 1.40 0.455
Be -0.1373 0.0683 -1.3268 4.68 -2.07 2.88 1.631
N -0.1892 1.6601 0.1680 1.94 1.34 -0.53 -0.082
N 1.6040 0.5363 -1.2590 0.48 1.37 1.11 -0.199
N -1.0828 -0.7213 0.3426 -0.62 -3.26 0.15 -0.181
N 0.2123 -1.6454 -1.5448 -1.67 -2.76 1.73 -0.263
O -1.1205 2.1132 0.9294 -0.43 -0.05 -0.05 -0.581
O -1.5409 -0.2719 1.5267 -0.29 0.94 -0.15 -0.562
O 1.2149 -2.1159 -2.2861 0.17 0.09 -0.70 -0.550
O 2.5639 -0.1192 -1.8099 -0.45 0.22 -0.58 -0.483
C 1.9808 1.6583 -0.6175 0.02 -1.61 -0.81 0.190
C 1.0040 2.2573 0.2145 -1.40 -0.50 0.30 0.125
C -1.2111 -2.0384 0.2202 -0.16 3.51 1.43 0.169
C -0.4997 -2.5668 -0.8982 2.22 1.17 -1.95 0.206
C 1.2774 3.3704 1.1624 0.00 0.34 -0.08 -0.675
H 1.7745 2.9871 2.0642 -0.07 0.10 -0.14 0.228
H 0.3311 3.8362 1.4524 0.25 -0.08 -0.01 0.255
H 1.9269 4.1159 0.6950 -0.07 -0.04 0.19 0.222
C 3.4013 2.0628 -0.7381 0.15 0.62 0.27 -0.669
H 3.6718 2.1470 -1.7968 0.01 -0.18 0.19 0.249
H 4.0616 1.3238 -0.2664 -0.15 0.05 -0.19 0.246
H 3.5627 3.0322 -0.2602 0.05 -0.14 -0.04 0.213
C -1.7189 -2.8196 1.3649 -0.58 -0.85 -0.12 -0.682
C -0.3242 -4.0257 -1.1126 -0.09 -0.24 -0.24 -0.681
H -2.6155 -2.3454 1.7754 0.22 -0.07 0.00 0.249
H -0.9502 -2.8701 2.1490 -0.14 0.12 -0.16 0.261
H -1.9697 -3.8376 1.0502 0.06 0.10 0.16 0.216
H 0.1222 -4.2086 -2.0921 0.00 0.01 0.22 0.253
H -1.2980 -4.5280 -1.0687 0.18 0.07 0.05 0.225
H 0.3177 -4.4637 -0.3366 -0.06 0.12 -0.14 0.249
H -1.5261 0.7540 1.3978 -0.04 -0.80 0.30 0.492
H 1.8487 -1.2788 -2.3229 -0.19 -0.50 0.04 0.503
C -1.3353 0.7145 -2.1049 -5.72 2.47 -4.90 -1.051
H -1.1909 1.8181 -1.9009 -0.36 -1.36 -0.52 0.262
H -2.0965 0.1822 -1.3774 1.45 0.75 -1.13 0.274
H -1.7393 0.5482 -3.2128 0.50 0.61 2.79 0.236
O -4.0754 2.5722 0.4918 0.53 -0.58 -0.34 -0.964
H -4.4345 1.8356 -0.0408 0.46 0.58 0.45 0.462
H -3.0973 2.4337 0.5350 -0.88 0.01 -0.12 0.493
C 4.9827 -2.2714 2.1796 0.30 -0.23 -0.24 -0.414
N 4.1635 -1.5472 3.1219 -0.57 0.28 -0.06 -0.369
C 4.6299 -0.9845 4.2966 -1.25 0.38 0.30 -0.081
C 3.5632 -0.3594 4.8851 0.77 -0.63 -0.82 -0.065
N 2.4818 -0.5348 4.0432 0.14 -0.42 -0.59 -0.373
C 1.1413 -0.0564 4.2956 -0.40 0.19 0.09 -0.411
C 2.8322 -1.2606 2.9282 0.81 0.40 0.97 0.239
Se 1.7893 -1.6484 1.4743 0.20 -0.06 0.19 -0.323
H 5.6336 -2.9645 2.7252 -0.17 0.12 -0.13 0.206
H 5.6086 -1.5879 1.5899 -0.22 -0.13 0.11 0.209
H 4.3206 -2.8240 1.5059 0.17 0.13 0.14 0.257
H 5.6496 -1.0832 4.6084 0.13 -0.02 0.06 0.230
H 3.4821 0.1889 5.8014 0.02 0.06 0.13 0.228
H 0.5095 -0.8505 4.7177 0.19 0.19 -0.14 0.215
H 1.1991 0.7781 5.0031 -0.05 -0.18 -0.16 0.207
H 0.6872 0.2782 3.3552 0.12 -0.10 0.20 0.250
```
Positions in Å, forces in eV/Å.

E_tot	-3746.06162	a.u.
energy relative to the best compared isomer or geometry (same formula, charge and spin)	535.9	kJ/mol
spin multiplicity	1
highest occupied orbital energy (spin up / spin down)	-6.96 / -7.12	eV
F_max	7.92	eV Å⁻¹
frontier orbital gap (spin up / spin down)	0.167 / 0.155	hartree